No. 1
13 unconnected molecules or ions with the total composition H26O13, computed with wB97M-V/def2-TZVPD.

Summary:
Net charge: 0
E_HOMO (eV): -10.22
DFT total energy (eV): -27037.3818
Orbital gap (eV): 9.53
E_LUMO (eV): -0.69

Last column: Löwdin charge in e.
Element x y z (Å)
1 H 0.481 0.320 0.388  0.029
2 H -1.030 0.403 0.532  0.027
3 H -2.573 0.767 3.351  0.045
4 H -1.328 0.853 2.484  0.002
5 H -0.481 2.763 -0.170  0.043
6 H 0.821 3.541 -0.064  0.044
7 H -2.390 2.770 -2.179  0.026
8 H -3.818 3.090 -1.770  0.024
9 H 2.959 -0.793 -1.929  0.016
10 H 2.822 0.091 -3.158  0.040
11 H 0.567 -1.460 -0.859  -0.001
12 H 0.809 -2.813 -0.209  0.028
13 H 2.791 -4.562 -1.997  0.040
14 H 1.957 -3.555 -1.222  -0.009
15 H 2.037 -0.500 4.037  0.024
16 H 2.743 -1.588 4.829  0.036
17 H 1.732 1.674 1.337  0.046
18 H 3.016 1.091 0.769  0.075
19 H -2.710 -1.537 0.688  0.012
20 H -2.472 -2.609 1.739  0.038
21 H -0.975 -2.896 -0.915  0.018
22 H -0.516 -1.992 -2.047  0.038
23 H -5.258 0.543 -0.493  0.026
24 H -6.021 -0.765 -0.617  0.042
25 H 2.293 3.528 -0.696  -0.020
26 H 3.605 2.922 -0.227  0.012
27 O -0.339 0.022 -0.022  -0.043
28 O -1.942 1.398 2.988  -0.044
29 O 0.422 2.785 -0.508  -0.051
30 O -3.085 3.427 -2.297  -0.051
31 O 2.782 0.116 -2.195  -0.052
32 O 1.132 -1.905 -0.218  -0.074
33 O 2.409 -3.679 -2.064  -0.055
34 O 2.827 -1.053 4.032  -0.060
35 O 2.469 1.884 0.753  -0.066
36 O -2.903 -2.459 0.890  -0.044
37 O -0.774 -2.901 -1.857  -0.040
38 O -5.277 -0.360 -0.157  -0.054
39 O 3.220 3.437 -0.945  -0.071


No. 2
2 unconnected molecules or ions with the total composition C4H11NO2, computed with wB97M-V/def2-TZVPD.

Summary:
SMILES: C[C@@H](N)CC=O.O
Net charge: 0
E_HOMO (eV): -8.98
DFT total energy (eV): -9910.6952
Orbital gap (eV): 9.53
E_LUMO (eV): 0.55

Last column: Löwdin charge in e.
Element x y z (Å)
1 C -1.310 0.440 1.645  -0.077
2 C -0.288 0.902 0.579  -0.458
3 N 1.086 0.610 0.960  0.036
4 C -0.537 0.364 -0.831  -0.127
5 C 0.162 1.239 -1.879  -0.256
6 O -0.358 1.463 -2.943  0.038
7 H -1.385 -0.626 1.841  0.069
8 H -2.323 0.731 1.329  0.073
9 H -1.122 0.990 2.569  0.070
10 H -0.454 1.974 0.596  0.132
11 H 1.391 1.125 1.773  0.070
12 H 1.316 -0.360 1.045  0.065
13 H -1.608 0.462 -1.050  0.116
14 H -0.308 -0.665 -1.113  0.115
15 H 1.253 1.411 -1.734  0.124
16 O 1.486 -3.055 -1.245  -0.055
17 H 0.839 -3.694 -0.925  0.035
18 H 2.159 -3.311 -0.616  0.027


No. 3
C6H12 in the gas phase, computed with wB97M-V/def2-TZVPD.

Summary:
Net charge: 0
E_HOMO (eV): -8.11
DFT total energy (eV): -6413.0063
Orbital gap (eV): 8.62
E_LUMO (eV): 0.51

Last column: Löwdin charge in e.
Element x y z (Å)
1 C -2.393 -0.142 -0.230  -0.117
2 C -1.268 0.456 0.616  -0.342
3 C -0.131 1.064 -0.106  0.001
4 C 1.167 0.947 0.638  -0.270
5 C 1.995 -0.031 -0.236  -0.245
6 C 1.026 -1.089 -0.766  -0.119
7 H -2.616 0.496 -1.089  0.075
8 H -2.098 -1.128 -0.610  0.066
9 H -3.306 -0.279 0.359  0.068
10 H -1.627 1.398 1.083  0.139
11 H -1.011 -0.213 1.459  0.106
12 H 0.207 -0.537 -1.257  0.054
13 H 1.664 1.923 0.687  0.105
14 H 1.085 0.535 1.660  0.102
15 H 2.819 -0.468 0.341  0.105
16 H 2.437 0.510 -1.080  0.107
17 H 0.603 -1.687 0.051  0.086
18 H 1.446 -1.754 -1.521  0.078


No. 4
3 unconnected molecules or ions with the total composition C7H18N2, computed with wB97M-V/def2-TZVPD.

Summary:
SMILES: CC(C)(C)N.C=C.C=N
Net charge: 0
E_HOMO (eV): -8.18
DFT total energy (eV): -10528.8786
Orbital gap (eV): 9.05
E_LUMO (eV): 0.88

Last column: Löwdin charge in e.
Element x y z (Å)
1 C 1.088 -1.487 1.270  -0.052
2 C 1.557 -0.591 0.120  -0.686
3 C 1.656 0.859 0.597  -0.051
4 C 2.924 -1.072 -0.393  -0.058
5 N 0.533 -0.644 -0.932  0.044
6 H 1.809 -1.464 2.084  0.083
7 H 0.125 -1.146 1.641  0.065
8 H 0.985 -2.518 0.934  0.081
9 H 1.996 1.507 -0.211  0.080
10 H 0.681 1.205 0.933  0.073
11 H 2.360 0.941 1.421  0.084
12 H 3.672 -1.018 0.396  0.079
13 H 2.862 -2.105 -0.735  0.077
14 H 3.260 -0.453 -1.225  0.078
15 H 0.464 -1.585 -1.307  0.088
16 H 0.779 -0.025 -1.697  0.087
17 C -2.639 2.020 -0.060  -0.150
18 C -1.809 2.330 -1.058  -0.099
19 H -2.479 2.354 0.955  0.057
20 H -3.683 1.702 -0.277  0.069
21 H -2.163 2.405 -2.076  0.038
22 H -0.741 2.369 -0.925  0.025
23 C -3.038 -0.840 0.110  -0.128
24 N -2.064 -0.108 0.490  -0.006
25 H -2.985 -1.578 -0.697  0.063
26 H -3.944 -0.841 0.707  0.057
27 H -1.207 -0.215 -0.065  0.004


No. 5
A molecular structure, C3H7N2S, computed with wB97M-V/def2-TZVPD.

Summary:
Net charge: +1
E_HOMO (eV): -14.50
DFT total energy (eV): -17030.0821
Orbital gap (eV): 10.02
E_LUMO (eV): -4.49

Last column: Löwdin charge in e.
Element x y z (Å)
1 C 0.131 0.858 1.993  -0.217
2 C -0.898 1.218 1.003  -0.258
3 C 0.563 -0.236 -1.225  -0.291
4 N 1.244 0.960 1.337  -0.153
5 N -0.542 -0.429 -1.961  0.004
6 S 0.525 1.520 -0.140  1.123
7 H -0.016 0.411 3.002  0.150
8 H -1.477 2.096 1.324  0.120
9 H 0.808 -0.868 -0.346  0.120
10 H 1.324 0.048 -1.880  0.076
11 H -1.498 -0.514 -1.539  0.123
12 H -1.431 0.534 0.446  0.042
13 H -0.837 0.199 -2.780  0.162


No. 6
C3H6N2O2 in the gas phase, computed with wB97M-V/def2-TZVPD.

Summary:
SMILES: N/C=C(/N)C(=O)O
Net charge: 0
E_HOMO (eV): -7.99
DFT total energy (eV): -10283.3105
Orbital gap (eV): 8.62
E_LUMO (eV): 0.63

Last column: Löwdin charge in e.
Element x y z (Å)
1 N -1.783 -0.231 -0.588  0.014
2 C -0.884 0.420 0.235  -0.163
3 C 0.439 0.226 0.382  -0.278
4 N 1.240 1.019 1.195  0.079
5 C 1.140 -0.873 -0.379  -0.454
6 O 2.330 -0.810 -0.661  0.093
7 O 0.355 -1.930 -0.679  0.097
8 H -2.659 0.288 -0.687  0.101
9 H -1.399 -0.418 -1.521  0.106
10 H -1.372 1.184 0.840  0.122
11 H 2.219 0.954 0.900  0.094
12 H 0.922 1.981 1.263  0.091
13 H -0.546 -1.813 -0.301  0.099


No. 7
C7H14S in the gas phase, computed with wB97M-V/def2-TZVPD.

Summary:
SMILES: C=C(C)[C@](C)(S)CC
Net charge: 0
E_HOMO (eV): -8.88
DFT total energy (eV): -18319.0898
Orbital gap (eV): 9.70
E_LUMO (eV): 0.83

Last column: Löwdin charge in e.
Element x y z (Å)
1 C -0.645 -1.773 -0.968  0.007
2 C 0.112 -1.048 -0.156  -0.338
3 C 0.767 -1.777 1.008  -0.135
4 C 0.514 0.601 -0.369  -0.721
5 C 0.142 0.987 -1.833  -0.062
6 S 2.291 0.683 0.048  0.750
7 C -0.023 1.316 0.858  -0.336
8 C -1.546 1.155 1.141  -0.104
9 H -1.382 -1.424 -1.665  0.058
10 H -0.694 -2.819 -0.692  0.065
11 H 1.408 -1.099 1.676  0.046
12 H 0.010 -2.250 1.668  0.079
13 H 1.556 -2.533 0.599  0.112
14 H 0.787 1.657 -2.291  0.047
15 H -0.769 1.559 -1.766  0.078
16 H -0.108 0.092 -2.360  0.050
17 H 2.886 -0.047 -1.097  -0.035
18 H 0.193 2.408 0.744  0.114
19 H 0.486 0.983 1.811  0.096
20 H -2.008 0.521 0.380  0.053
21 H -2.056 2.143 1.116  0.066
22 H -1.922 0.665 2.149  0.108


No. 8
2 unconnected molecules or ions with the total composition CH3ClN3O, computed with wB97M-V/def2-TZVPD.

Summary:
Net charge: +1
E_HOMO (eV): -16.76
DFT total energy (eV): -20111.3693
Orbital gap (eV): 9.06
E_LUMO (eV): -7.70

Last column: Löwdin charge in e.
Element x y z (Å)
1 C 1.315 -2.287 -0.167  0.199
2 N -0.164 0.276 0.977  0.234
3 N 1.211 -1.207 0.173  -0.033
4 N 0.902 0.015 0.478  -0.468
5 O -1.375 -0.021 -0.821  0.032
6 Cl 1.908 1.302 -0.446  0.735
7 H -2.164 -0.186 -0.308  0.089
8 H -0.151 1.282 1.286  0.165
9 H -1.482 0.827 -1.172  0.047